Record 1
{"formula": "C20H27ClFN3O4", "method": "ωB97M-V/def2-TZVPD", "elements": ["C", "C", "F", "C", "C", "C", "N", "C", "Cl", "C", "N", "C", "C", "C", "C", "C", "N", "H", "H", "H", "H", "H", "H", "H", "H", "H", "H", "H", "C", "C", "O", "C", "C", "O", "H", "H", "H", "H", "H", "H", "H", "H", "C", "C", "O", "C", "C", "O", "H", "H", "H", "H", "H", "H", "H", "H"], "positions_angstrom": [[-6.473149, 2.134939, 0.788526], [-6.111626, 1.144867, -0.404525], [-6.636208, 1.777942, -1.593463], [-4.563594, 0.976878, -0.643089], [-3.924446, -0.303340, 0.057474], [-4.721642, -0.585273, 1.348590], [-5.209444, -0.825299, 2.357131], [-3.802422, -1.540879, -0.924742], [-5.192047, -1.592785, -2.085585], [-2.500499, -1.302428, -1.773015], [-1.579101, -1.246748, -2.449080], [-3.551999, -2.909073, -0.177807], [-4.118678, -4.169830, -0.636527], [-3.929600, -5.478538, 0.021448], [-3.037091, -5.383462, 1.214223], [-2.516975, -4.051306, 1.521962], [-2.741051, -2.860333, 0.916935], [-5.609016, 2.215496, 1.495636], [-6.863742, 3.119924, 0.422400], [-7.317009, 1.637019, 1.352794], [-6.676285, 0.177409, -0.318732], [-4.060123, 1.869908, -0.169028], [-4.355044, 1.042255, -1.741345], [-2.869559, -0.005286, 0.328243], [-4.752194, -4.143832, -1.562438], [-4.367290, -6.432082, -0.344071], [-2.785647, -6.282152, 1.830485], [-1.818860, -4.011172, 2.405013], [1.724834, -2.782768, -1.316282], [1.651213, -1.443925, -0.612752], [2.748128, -1.277108, 0.298034], [3.947654, -0.786690, -0.056154], [4.300042, -0.692471, -1.514933], [4.752575, -0.501991, 0.797600], [2.625619, -2.865917, -1.927442], [0.855626, -2.926008, -1.960117], [1.760988, -3.595285, -0.587175], [1.588915, -0.606110, -1.308826], [0.745467, -1.407824, -0.005299], [4.789463, -1.616376, -1.826031], [4.989513, 0.140640, -1.647158], [3.447821, -0.489209, -2.159760], [6.932544, 5.493654, 1.169608], [5.432315, 5.300812, 1.091497], [5.070330, 4.526414, -0.058760], [5.031869, 3.180278, -0.076105], [5.690573, 2.411693, 1.036427], [4.539345, 2.610661, -1.018676], [7.453582, 4.541481, 1.284193], [7.194148, 6.134631, 2.013278], [7.305789, 5.950930, 0.250984], [5.017357, 4.867181, 2.002977], [4.950997, 6.271835, 0.964883], [6.725862, 2.202517, 0.765386], [5.157010, 1.468360, 1.163488], [5.654762, 2.917774, 1.999700]], "forces_ev_per_angstrom": [[-0.535, -1.509, 0.131], [-0.298, 1.262, -0.358], [0.491, -0.716, 0.839], [-0.048, 0.571, 0.572], [-0.527, 0.804, 0.221], [1.747, -0.175, -1.812], [-0.329, 0.096, 0.091], [1.756, -0.102, -0.060], [0.612, -0.210, 0.588], [-2.487, -0.554, 1.141], [0.458, 0.178, -0.120], [-0.455, -2.307, 0.376], [-0.183, -0.568, 0.017], [2.269, 3.370, 1.863], [-1.492, 1.523, -2.465], [0.251, -1.439, 0.815], [-0.965, -1.492, -1.172], [-0.799, 0.214, -0.635], [0.751, -0.922, 0.176], [0.898, 0.719, -0.418], [0.764, 0.856, -0.053], [-0.516, -0.886, -0.554], [-0.133, -0.377, 0.984], [-1.204, -0.634, 0.087], [0.701, -0.010, 1.092], [0.335, 1.031, 0.275], [-0.158, 1.147, -0.608], [-0.832, 0.129, -1.000], [0.162, -0.131, -0.081], [-0.069, -0.194, -0.222], [-0.162, 0.230, 0.469], [0.400, -0.095, -0.231], [-0.066, 0.488, -0.297], [-0.488, -0.363, 0.008], [-0.078, 0.068, -0.043], [0.008, 0.053, 0.034], [-0.081, 0.086, 0.018], [0.104, -0.047, -0.010], [0.182, 0.057, 0.148], [-0.076, -0.014, 0.027], [0.032, -0.137, 0.146], [-0.010, -0.203, -0.014], [0.163, -0.144, -0.045], [0.243, 0.019, 0.056], [-0.451, 0.280, -0.238], [0.298, -0.474, -0.009], [-0.492, -0.039, 0.537], [0.013, 0.441, 0.105], [-0.056, 0.037, 0.096], [-0.019, -0.007, -0.027], [-0.094, 0.055, 0.065], [0.063, -0.096, -0.050], [-0.085, -0.146, -0.181], [-0.033, 0.012, 0.014], [0.291, 0.131, -0.219], [0.234, 0.135, -0.069]], "lowdin_charge": [-0.043, -0.344, -0.090, -0.139, -0.252, -0.188, 0.182, -0.622, 0.754, -0.193, 0.182, -0.272, -0.029, -0.014, -0.031, -0.131, 0.100, 0.075, 0.087, 0.083, 0.124, 0.128, 0.116, 0.155, 0.079, 0.104, 0.102, 0.114, -0.068, -0.236, 0.002, -0.513, 0.013, 0.076, 0.068, 0.066, 0.082, 0.113, 0.114, 0.096, 0.079, 0.077, -0.068, -0.236, -0.003, -0.513, 0.016, 0.097, 0.067, 0.080, 0.083, 0.113, 0.121, 0.104, 0.058, 0.074], "max_force_ha_per_bohr": 0.087, "mol_weight_g_mol": 427.904, "homo_energy_ev": -10.013, "smiles": "C[C@@H](F)C[C@@H](C#N)[C@@](Cl)(C#N)c1ccccn1.CCOC(C)=O.CCOC(C)=O", "total_energy_ha": -1803.49748, "orbital_gap_ha": 0.3589}

Record 2
{"formula": "C20H27ClNO2PSSi2", "method": "ωB97M-V/def2-TZVPD", "elements": ["N", "P", "Si", "S", "O", "Si", "C", "C", "O", "Cl", "H", "H", "H", "H", "H", "H", "H", "H", "H", "C", "C", "C", "C", "C", "C", "H", "H", "H", "H", "H", "H", "C", "C", "C", "C", "C", "C", "H", "H", "H", "H", "H", "H", "C", "C", "C", "C", "C", "C", "H", "H", "H", "H", "H", "H"], "positions_angstrom": [[6.404953, 3.220794, -2.153826], [4.982794, 3.580998, -1.529824], [3.910613, 1.772396, -0.692020], [5.355477, 0.181894, -0.572592], [3.413323, 2.192872, 0.858773], [1.814089, 2.745776, 0.992840], [1.181459, 3.728315, -0.518746], [0.212082, 2.930778, -1.439532], [-0.392823, 3.463239, -2.264175], [-0.049411, 1.161135, -1.236412], [7.094771, 3.740040, -1.610954], [4.091285, 4.211430, -2.454489], [5.188708, 4.478652, -0.441264], [2.825409, 1.298829, -1.561678], [5.750680, 0.037140, -1.870105], [1.802050, 3.683834, 2.136398], [0.899431, 1.653320, 1.369021], [0.542977, 4.534077, -0.104717], [1.965038, 4.232033, -1.106211], [-5.464203, 5.402186, -1.915566], [-5.836282, 4.094420, -2.195662], [-4.867194, 3.107467, -2.319627], [-3.525179, 3.425733, -2.154430], [-3.153252, 4.734289, -1.870728], [-4.122521, 5.722601, -1.755355], [-6.220054, 6.172480, -1.822100], [-6.883061, 3.843915, -2.318246], [-5.157870, 2.088517, -2.544465], [-2.770676, 2.655411, -2.246868], [-2.109089, 4.983347, -1.740678], [-3.832009, 6.743625, -1.539410], [0.515964, -4.337963, -0.449151], [0.084419, -3.127543, -0.975003], [0.795905, -1.963526, -0.713595], [1.944159, -2.011521, 0.064887], [2.378558, -3.222604, 0.586967], [1.662342, -4.384958, 0.333617], [-0.040664, -5.245292, -0.649579], [-0.807983, -3.090850, -1.588486], [0.457608, -1.016130, -1.117111], [2.502334, -1.104218, 0.264676], [3.276045, -3.259996, 1.192758], [1.997761, -5.328825, 0.745498], [-2.761418, -6.122094, 3.675777], [-2.558596, -5.217198, 2.641790], [-1.282723, -4.735443, 2.378531], [-0.207865, -5.166456, 3.145114], [-0.410131, -6.073777, 4.176974], [-1.687308, -6.548743, 4.445092], [-3.757333, -6.494911, 3.882269], [-3.396710, -4.886197, 2.040267], [-1.126931, -4.025660, 1.576914], [0.787404, -4.794488, 2.937526], [0.429046, -6.410749, 4.773662], [-1.845395, -7.252402, 5.253253]], "forces_ev_per_angstrom": [[-0.589, 0.174, 0.296], [1.684, 0.208, -0.486], [0.791, -0.622, 0.546], [-0.020, 0.073, 0.146], [-0.981, -0.184, -1.477], [0.560, 0.289, 1.031], [-0.517, -1.236, 0.542], [1.775, -0.065, 1.652], [-1.462, 1.209, -2.265], [0.195, 0.621, 0.219], [0.110, -0.237, -0.345], [-0.081, 0.072, 0.432], [-0.875, -0.041, -0.170], [-0.295, 0.234, 0.006], [-0.423, 0.477, 0.444], [0.145, 0.063, -0.131], [0.113, -0.003, -0.229], [0.289, -0.306, -0.193], [-0.347, -0.312, -0.048], [0.006, 0.018, 0.000], [-0.010, -0.013, -0.015], [0.012, 0.029, 0.026], [-0.055, 0.013, 0.028], [-0.100, 0.018, 0.036], [-0.013, -0.039, 0.015], [0.016, -0.019, -0.005], [0.026, 0.009, -0.007], [0.006, 0.020, 0.013], [-0.014, 0.030, -0.029], [-0.037, 0.018, -0.055], [-0.008, -0.020, 0.000], [0.059, -0.001, -0.095], [0.007, -0.017, -0.005], [-0.024, -0.047, -0.022], [-0.060, 0.043, 0.005], [0.015, -0.012, 0.032], [0.040, 0.025, -0.069], [0.011, 0.018, 0.022], [0.018, 0.000, 0.017], [0.137, -0.479, 0.047], [0.008, -0.034, -0.002], [-0.017, 0.009, -0.020], [-0.005, 0.012, -0.027], [-0.001, -0.005, -0.006], [0.014, -0.002, 0.021], [-0.071, -0.004, 0.057], [-0.028, -0.025, 0.045], [-0.002, 0.010, -0.004], [-0.001, -0.008, -0.008], [0.023, 0.007, -0.005], [0.017, 0.004, 0.023], [0.014, -0.009, 0.035], [-0.032, 0.015, 0.006], [-0.023, 0.014, -0.006], [0.005, 0.009, -0.021]], "lowdin_charge": [-0.394, 0.532, 0.028, 0.428, -0.471, 0.533, -0.247, -0.816, 0.055, 0.690, -0.054, -0.042, -0.013, -0.042, -0.161, -0.023, -0.024, 0.092, 0.066, -0.100, -0.099, -0.092, -0.091, -0.095, -0.095, 0.099, 0.099, 0.100, 0.079, 0.081, 0.099, -0.114, -0.092, -0.111, -0.086, -0.085, -0.112, 0.108, 0.104, -0.017, 0.072, 0.105, 0.105, -0.100, -0.092, -0.091, -0.092, -0.095, -0.100, 0.099, 0.100, 0.087, 0.089, 0.100, 0.099], "max_force_ha_per_bohr": 0.057, "mol_weight_g_mol": 468.107, "homo_energy_ev": -8.651, "total_energy_ha": -2762.28617, "orbital_gap_ha": 0.3234}